99
Properties=species:S:1:pos:R:3 method="wB97M-V/def2-TZVPD" gap_ev=3.9 homo_ev=-7.0
Hg -0.236 3.002 0.053
C 2.072 -3.869 0.834
C 1.735 -3.046 -0.161
C 0.608 -3.335 -1.122
C -0.875 -3.142 -0.654
C -1.200 -3.394 0.779
C -0.693 -4.356 1.534
C 0.108 -5.491 0.980
C 1.644 -5.264 1.072
C -0.021 1.151 1.316
H 2.702 -3.499 1.634
H 2.285 -2.098 -0.319
H 0.715 -4.354 -1.512
H 0.732 -2.662 -1.990
H -1.211 -2.100 -0.869
H -1.488 -3.787 -1.317
H -2.017 -2.794 1.171
H -0.864 -4.357 2.618
H -0.194 -5.664 -0.078
H -0.085 -6.409 1.563
H 1.955 -5.498 2.105
H 2.142 -6.023 0.435
H 1.002 0.801 1.654
H -0.339 0.446 0.469
H -0.757 1.030 2.140
P 0.362 4.017 -2.833
P -2.729 4.275 -1.783
C -1.058 3.528 -3.859
C -2.327 3.636 -3.441
C 1.154 5.171 -4.084
C 1.014 4.985 -5.471
C 1.666 5.835 -6.369
C 2.448 6.892 -5.922
C 2.552 7.116 -4.541
C 1.898 6.276 -3.627
C 1.347 2.482 -3.118
C 0.806 1.222 -2.771
C 1.662 0.177 -2.416
C 3.022 0.259 -2.737
C 3.523 1.447 -3.299
C 2.713 2.579 -3.402
C -4.043 5.417 -2.450
C -3.642 6.473 -3.296
C -4.603 7.316 -3.856
C -5.967 7.129 -3.590
C -6.356 6.077 -2.753
C -5.399 5.237 -2.180
C -3.803 2.887 -1.244
C -4.139 2.901 0.120
C -4.918 1.882 0.662
C -5.348 0.830 -0.157
C -5.005 0.812 -1.511
C -4.222 1.831 -2.057
H -0.827 3.107 -4.853
H -3.169 3.390 -4.120
H 0.385 4.196 -5.876
H 1.549 5.658 -7.440
H 2.975 7.537 -6.634
H 3.141 7.953 -4.186
H 1.959 6.500 -2.557
H -0.277 1.088 -2.725
H 1.269 -0.678 -1.849
H 3.682 -0.596 -2.559
H 4.561 1.504 -3.619
H 3.131 3.553 -3.683
H -2.584 6.620 -3.532
H -4.297 8.135 -4.504
H -6.721 7.795 -4.029
H -7.410 5.912 -2.543
H -5.725 4.414 -1.535
H -3.756 3.705 0.755
H -5.161 1.900 1.723
H -5.933 0.013 0.275
H -5.335 -0.009 -2.152
H -3.939 1.789 -3.109
C 3.913 -6.746 4.662
C 3.109 -6.323 5.897
C 2.700 -4.842 5.952
C 1.956 -4.529 7.256
C 0.755 -5.433 7.474
C 3.967 -3.963 5.876
O 4.989 -4.154 6.536
N 3.889 -2.877 5.033
C 2.840 -2.508 4.158
O 2.853 -1.369 3.704
N 1.951 -3.509 3.871
C 1.791 -4.541 4.700
O 0.857 -5.359 4.483
H 3.367 -6.499 3.734
H 4.077 -7.838 4.694
H 4.897 -6.246 4.664
H 2.188 -6.911 5.940
H 3.705 -6.545 6.793
H 2.670 -4.649 8.079
H 1.665 -3.472 7.248
H 1.065 -6.379 7.934
H 0.034 -4.945 8.133
H 0.284 -5.644 6.507
H 4.630 -2.183 5.074

100
Properties=species:S:1:pos:R:3 method="wB97M-V/def2-TZVPD" gap_ev="8.8 / 8.8" homo_ev="-10.7 / -10.7" charge=+1 spin_multiplicity=3
Ni -0.051 0.602 1.293
C -1.609 1.718 3.876
N -0.921 2.331 2.738
C -1.773 3.286 2.027
C -1.909 2.992 0.556
C -2.732 3.799 -0.226
C -2.884 3.511 -1.569
C -2.177 2.443 -2.096
C -1.368 1.707 -1.251
N -1.244 1.959 0.049
C 0.353 2.935 3.141
C 1.357 1.889 3.564
C 2.268 2.122 4.589
C 3.147 1.114 4.954
C 3.096 -0.091 4.272
C 2.180 -0.229 3.240
N 1.338 0.736 2.899
C -1.976 0.268 3.666
C -3.066 -0.289 4.331
C -3.225 -1.663 4.329
C -2.281 -2.434 3.668
C -1.272 -1.791 2.970
N -1.133 -0.471 2.952
H -2.505 2.287 4.155
H -0.941 1.720 4.748
H -1.400 4.312 2.154
H -2.787 3.265 2.441
H -3.251 4.638 0.212
H -3.541 4.101 -2.189
H -2.251 2.181 -3.139
H -0.792 0.880 -1.638
H 0.217 3.670 3.954
H 0.767 3.455 2.272
H 2.290 3.076 5.094
H 3.852 1.270 5.758
H 3.753 -0.904 4.536
H 2.110 -1.140 2.661
H -3.766 0.345 4.854
H -4.046 -2.122 4.863
H -2.323 -3.509 3.689
H -0.529 -2.360 2.434
O 1.102 -1.790 0.650
C 0.051 -1.804 0.025
N -0.370 -2.718 -0.883
C -1.716 -2.427 -1.343
C -2.007 -1.130 -0.516
O -3.044 -0.501 -0.543
N -0.912 -0.845 0.184
C -2.697 -3.535 -0.995
C -4.012 -3.242 -0.652
C -4.875 -4.251 -0.267
C -4.442 -5.565 -0.230
C -3.147 -5.869 -0.612
C -2.278 -4.863 -0.990
C -1.749 -2.073 -2.828
C -2.644 -1.132 -3.325
C -2.606 -0.759 -4.657
C -1.692 -1.330 -5.524
C -0.830 -2.301 -5.046
C -0.853 -2.667 -3.711
H 0.107 -3.588 -1.046
H -4.359 -2.221 -0.674
H -5.888 -4.008 0.016
H -5.114 -6.347 0.084
H -2.813 -6.896 -0.610
H -1.277 -5.132 -1.298
H -3.366 -0.674 -2.669
H -3.300 -0.013 -5.015
H -1.662 -1.034 -6.563
H -0.131 -2.781 -5.714
H -0.172 -3.430 -3.367
C 4.447 0.435 0.988
N 4.121 1.465 0.027
C 5.204 2.351 -0.313
P 2.748 1.200 -0.874
O 1.548 1.176 -0.015
N 2.969 -0.246 -1.702
C 1.853 -0.771 -2.449
C 4.242 -0.770 -2.132
N 2.693 2.484 -1.962
C 1.473 3.247 -2.100
C 3.472 2.405 -3.182
H 4.612 0.883 1.973
H 5.352 -0.110 0.705
H 3.614 -0.263 1.042
H 5.592 2.809 0.599
H 4.834 3.136 -0.965
H 6.032 1.831 -0.808
H 0.935 -0.333 -2.067
H 1.802 -1.855 -2.328
H 1.935 -0.548 -3.519
H 5.057 -0.254 -1.635
H 4.368 -0.666 -3.214
H 4.306 -1.833 -1.882
H 0.936 3.235 -1.155
H 0.818 2.846 -2.881
H 1.718 4.280 -2.359
H 4.415 1.899 -2.990
H 3.684 3.417 -3.536
H 2.937 1.869 -3.973

49
Properties=species:S:1:pos:R:3 method="wB97M-V/def2-TZVPD" gap_ev=7.8 homo_ev=-4.6 charge=-1
O 0.864 0.222 -0.947
H 0.159 0.002 -0.308
C -1.959 -1.532 3.425
C -1.534 -0.233 2.752
C -2.622 0.186 1.744
O -2.795 -0.719 0.589
C -1.676 -0.616 -0.365
N -1.182 0.775 3.784
H -2.095 -2.347 2.713
H -2.873 -1.252 3.949
H -1.242 -1.914 4.151
H -0.606 -0.321 2.187
H -2.611 1.214 1.381
H -3.507 0.139 2.379
H -0.701 -0.696 0.116
H -1.743 0.379 -0.807
H -1.766 -1.317 -1.194
H -1.960 0.978 4.395
H -0.667 0.208 4.442
C 1.882 0.891 -3.035
C 2.868 1.108 -1.861
O 2.738 0.036 -0.970
O 0.586 1.254 -2.696
H 1.899 -0.169 -3.287
H 2.134 1.415 -3.957
H 2.859 2.129 -1.481
H 3.880 1.019 -2.255
H 1.882 0.201 -0.568
H 0.359 0.715 -1.934
C 1.464 1.367 1.401
C 0.100 1.770 0.813
O 0.238 2.062 -0.563
O 1.647 -0.013 1.048
H 1.592 1.464 2.479
H 2.266 1.955 0.954
H -0.044 2.689 1.382
H -0.581 0.974 1.112
H 0.430 1.256 -1.047
H 1.411 -0.122 0.124
C -0.690 -1.571 -2.436
C 0.764 -2.007 -2.151
O 1.160 -1.861 -0.808
O -0.931 -0.208 -2.150
H -1.419 -2.117 -1.838
H -0.985 -1.781 -3.464
H 1.409 -1.558 -2.907
H 0.794 -3.091 -2.255
H 1.100 -0.929 -0.587
H -0.299 -0.033 -1.449

no.,energy (eV)
1,-77240.262
2,-111091.496
3,-28703.982